1.
66
Properties=species:S:1:pos:R:3:forces:R:3 method="wB97M-V/def2-TZVPD" homo_energy_ev="-3.4 / -4.4" charge=-1 e_tot_ev=-135501.9956 e_above_lowest_ev=0.681 s_squared=2.01 gap_ev="5.8981 / 6.8272" multiplicity=3 largest_force_ha_per_bohr=0.0527
Pd 7.2519 11.5970 10.1400 0.04 0.34 -0.40
Ge 9.4732 13.6172 10.9927 0.83 -1.08 -0.22
S 7.3024 16.1021 7.1088 0.18 1.30 0.17
S 9.8358 12.6296 8.0938 0.06 -0.85 0.11
S 7.6672 13.8116 5.1700 -0.32 0.53 0.11
F 6.9129 9.1363 11.3657 0.20 -0.47 0.93
F 5.2358 10.3490 12.0955 -0.14 -0.19 0.12
F 5.2133 9.3921 10.1358 -0.64 0.27 -0.11
N 11.8362 9.2793 8.5575 -1.32 -0.11 0.25
N 8.4117 9.6989 9.0376 -1.27 -1.17 0.24
N 9.6759 9.8105 8.4475 -1.08 1.46 0.40
N 11.6860 10.6491 8.5192 0.73 1.97 0.90
N 6.3202 13.6827 7.3341 -0.78 -1.10 -1.12
C 10.3985 7.3991 8.4242 -0.85 -1.74 -1.32
C 12.0287 10.0046 12.9287 -1.09 -1.46 0.53
C 7.1606 16.4383 12.8949 -0.66 2.61 0.33
C 8.1247 15.8530 12.1022 -0.50 0.50 -0.69
C 6.9576 14.5983 6.6425 1.06 -1.26 -1.14
C 10.5118 12.1171 12.0066 -0.97 1.31 -1.04
C 10.6074 8.8448 8.5196 2.33 -1.34 0.23
C 9.8695 10.9469 12.3909 -0.52 -0.63 0.38
C 6.3098 14.3073 13.7049 0.94 2.38 -0.53
C 12.2999 16.6906 9.9380 0.28 -0.20 2.14
C 8.1657 14.4756 12.1160 0.12 -1.00 -0.06
C 10.6290 9.8945 12.8656 0.67 0.07 -0.54
C 6.3156 12.2943 6.9020 0.21 -0.14 -0.42
C 10.3497 11.0335 8.7254 -0.02 0.29 -0.71
C 6.2928 15.7330 13.7424 0.12 -0.33 -0.62
C 11.8895 12.2039 12.1481 -0.10 0.10 -0.67
C 12.7665 16.9576 11.2619 0.32 1.62 -0.43
C 12.1889 16.3668 12.4096 0.61 0.63 -2.14
C 7.2601 13.7197 12.8607 -0.43 -0.56 1.08
C 10.8096 15.0359 10.8982 0.76 0.38 -0.15
C 11.3172 15.7192 9.7932 -0.64 -0.75 -0.98
C 12.6741 11.1472 12.6096 -1.30 1.64 -0.39
C 6.0004 10.1437 10.9927 0.88 0.11 -0.85
C 11.2471 15.3965 12.1686 -0.21 -0.04 -0.34
C 6.7499 12.2707 5.3731 -1.07 -0.03 1.33
C 8.6128 13.0881 9.3406 0.40 -1.07 1.19
H 5.5983 16.3587 14.3328 0.30 -0.83 -0.21
H 10.7283 14.8794 12.9305 -0.10 -0.25 1.34
H 8.0870 13.9459 8.9904 -0.18 0.80 -0.40
H 12.3984 13.0645 11.7424 0.06 0.34 0.22
H 5.3393 11.8531 7.1282 -0.02 0.09 -0.49
H 7.0120 11.7585 7.5664 0.19 0.05 -0.48
H 7.3174 12.6158 12.8931 0.06 0.64 -0.34
H 7.3520 11.3817 5.2294 0.35 0.07 -0.20
H 10.1692 8.9354 13.0527 -0.09 -0.05 0.25
H 6.1988 13.8192 8.2977 -0.35 0.44 1.43
H 12.4570 16.7505 13.3685 0.15 -0.16 0.61
H 13.6977 11.3675 12.6958 1.34 -0.44 0.10
H 10.1756 7.1086 7.3776 0.14 0.36 0.15
H 12.6959 17.2546 9.1125 0.09 0.00 -0.23
H 10.8942 15.4300 8.8032 0.55 0.47 0.67
H 13.5218 17.8112 11.3968 -1.08 -1.44 -0.19
H 8.7276 16.4666 11.3748 -0.55 -0.76 1.12
H 8.7809 10.7716 12.3151 0.58 0.43 -0.15
H 5.8943 12.2309 4.6679 0.38 0.09 0.57
H 8.3905 9.1178 9.9129 0.15 0.67 -1.15
H 12.5505 9.1221 13.2116 0.58 -0.53 0.34
H 7.0618 17.5823 12.8168 0.07 -1.79 0.39
H 5.6467 13.7648 14.3363 -0.34 -0.57 0.21
H 7.7436 9.3267 8.3419 0.50 0.16 0.77
H 9.5820 6.8860 8.9397 -0.03 0.73 0.53
H 11.3055 6.8589 8.6528 0.33 0.17 0.26
H 12.2984 11.1801 9.1566 0.10 -0.65 -0.68

***

2.
50
Properties=species:S:1:pos:R:3:forces:R:3 method="wB97M-V/def2-TZVPD" homo_energy_ev=-9.1 e_tot_ev=-23247.2124 e_above_lowest_ev=0.106 gap_ev=9.9823 largest_force_ha_per_bohr=0.0106
O 2.7273 0.8098 1.5736 0.07 -0.25 0.47
O 2.4160 2.1342 -0.1895 -0.19 0.13 -0.24
C -3.9471 -0.7043 0.9477 0.17 -0.28 -0.03
C 5.1087 -0.0973 0.2071 0.11 0.06 -0.17
C 1.5155 -1.8828 0.1076 -0.09 -0.07 0.00
C -3.5612 -1.8447 1.8817 -0.12 0.24 -0.06
C -2.2032 2.4686 0.2168 0.01 0.10 0.03
C -3.8793 -1.1332 -0.5152 -0.26 0.28 0.09
C 3.1534 1.4845 0.5080 0.11 0.31 -0.05
C 3.3311 -0.9845 -1.4159 0.10 -0.02 -0.07
C 0.4334 -0.8849 -0.1781 0.05 0.04 -0.05
C -4.2583 -0.0312 -1.5051 0.27 -0.19 -0.08
C -0.0599 -0.2510 1.0931 -0.07 -0.14 -0.04
C -0.5561 0.9733 1.2259 0.03 0.17 0.03
C -3.2243 2.0590 -0.5210 0.03 0.13 -0.15
C 2.7332 -1.9200 -0.4108 0.02 -0.03 -0.11
C 4.8184 -0.7385 -1.1502 -0.09 0.04 0.14
C 4.6435 1.3603 0.3121 -0.05 -0.24 0.07
C -0.7857 1.9785 0.1362 0.00 0.00 -0.01
C -3.2011 1.0719 -1.6451 -0.20 -0.01 0.01
H -0.1060 2.8228 0.2847 0.03 -0.07 -0.10
H -0.8683 1.3047 2.2102 -0.03 -0.07 0.15
H 3.2324 -1.4341 -2.4104 -0.03 0.09 -0.01
H -4.9622 -0.3726 1.1785 -0.03 0.11 0.00
H 1.2326 -2.6471 0.8220 0.05 -0.14 0.07
H -3.4073 1.6215 -2.5702 0.09 -0.03 -0.01
H 0.7777 -0.1256 -0.8782 -0.05 0.01 -0.06
H 4.9265 1.9243 -0.5773 -0.08 0.04 0.07
H -4.4004 -0.4914 -2.4865 -0.08 0.06 0.00
H -2.8681 -1.4820 -0.7390 0.07 -0.09 -0.05
H 2.7996 -0.0348 -1.4386 -0.08 0.00 -0.12
H -3.6230 -1.5270 2.9200 0.03 -0.06 0.14
H 4.6314 -0.6774 0.9983 0.10 -0.03 0.06
H -4.5560 -1.9799 -0.6621 0.06 -0.09 0.00
H -2.5417 -2.1676 1.6826 0.14 -0.08 0.01
H 1.7484 0.8296 1.6269 0.15 0.15 -0.21
H 5.2209 -0.1019 -1.9417 0.07 -0.04 -0.04
H 3.3938 -2.7247 -0.1103 0.02 -0.15 0.12
H -0.4032 -1.4166 -0.6497 0.01 0.04 -0.06
H -2.3850 3.1937 1.0006 -0.12 0.09 0.06
H 0.0073 -0.8862 1.9691 -0.05 -0.01 0.17
H 5.3458 -1.6951 -1.1958 0.03 0.00 -0.07
H -2.2185 0.6120 -1.7432 0.08 -0.01 -0.09
H 6.1879 -0.1212 0.3737 -0.03 -0.03 0.07
H -4.2235 -2.6972 1.7433 -0.04 -0.14 0.02
H -3.2744 0.1372 1.1114 -0.11 0.00 0.05
H -0.5728 1.5512 -0.8399 0.10 0.05 -0.02
H 5.1152 1.8180 1.1845 -0.01 0.06 -0.01
H -4.2019 2.4876 -0.3337 -0.10 0.09 0.12
H -5.2117 0.4121 -1.2084 -0.10 0.01 -0.05